{"formula": "C14H19NOS2", "method": "wB97M-V/def2-TZVPD", "elements": ["C", "C", "C", "S", "C", "S", "N", "C", "C", "O", "C", "C", "C", "C", "C", "C", "C", "C", "H", "H", "H", "H", "H", "H", "H", "H", "H", "H", "H", "H", "H", "H", "H", "H", "H", "H", "H"], "coordinates": [[2.29660, 2.20542, 0.07134], [1.96572, 0.82228, -0.48226], [2.81604, 0.57273, -1.73015], [0.24923, 0.92330, -1.06352], [-0.81699, -0.30232, -0.37592], [-0.35526, -1.61626, 0.52959], [-2.14032, -0.08300, -0.71302], [-3.08370, -1.07844, -0.16560], [-4.46712, -0.85512, -0.74530], [-4.86292, 0.51748, -0.62913], [-4.00018, 1.39889, -1.34105], [-2.57423, 1.32261, -0.83058], [2.16326, -0.25110, 0.58816], [2.81199, -1.45441, 0.29495], [3.08863, -2.36499, 1.31296], [2.69280, -2.09055, 2.62178], [2.01601, -0.90222, 2.91697], [1.72582, 0.00112, 1.89722], [1.55933, 2.53560, 0.79995], [3.29327, 2.16324, 0.51760], [2.30702, 2.93700, -0.74098], [2.48434, -0.32622, -2.26114], [2.73128, 1.42783, -2.41057], [3.86994, 0.47415, -1.43314], [-3.12785, -1.03613, 0.93902], [-2.70731, -2.07275, -0.44743], [-4.44028, -1.20429, -1.79574], [-5.21506, -1.41494, -0.16083], [-4.39885, 2.40433, -1.14027], [-3.97933, 1.18871, -2.42606], [-2.51311, 1.85015, 0.14205], [-1.89583, 1.81919, -1.53310], [3.09384, -1.68061, -0.73545], [3.63730, -3.27405, 1.06306], [2.90568, -2.80520, 3.41659], [1.71720, -0.66150, 3.94023], [1.15303, 0.91008, 2.10978]], "forces_ev_per_angstrom": [[0.105, 0.154, -0.109], [0.283, -0.869, 0.390], [0.116, -0.030, -0.038], [-0.761, 0.402, -0.418], [-0.133, -0.914, 0.323], [-0.653, 0.170, -0.674], [0.664, -0.013, 0.664], [-0.189, 0.265, 0.113], [0.075, 0.314, 0.037], [0.222, -0.280, -0.482], [-0.058, -0.107, 0.133], [-0.198, -0.070, 0.191], [0.404, 0.218, 0.152], [0.168, 0.412, 0.222], [-0.090, 0.153, -0.102], [-0.052, 0.059, 0.014], [-0.023, 0.078, -0.212], [0.587, 0.006, -0.025], [0.164, -0.006, 0.100], [-0.086, 0.132, 0.044], [-0.021, -0.013, 0.063], [0.194, 0.192, 0.086], [-0.028, -0.191, 0.068], [-0.225, -0.017, -0.144], [0.200, 0.085, -0.387], [-0.197, 0.352, 0.180], [-0.382, 0.344, 0.213], [0.332, 0.077, -0.409], [0.158, -0.297, -0.340], [-0.379, -0.040, 0.266], [0.130, -0.365, -0.231], [-0.417, 0.031, 0.178], [0.000, 0.028, 0.448], [-0.247, 0.152, 0.193], [-0.001, 0.193, -0.180], [0.041, -0.227, -0.327], [0.297, -0.378, 0.001]], "e_tot_ev": -40033.425, "lumo_energy_ev": 0.559, "smiles": "CC(C)(SC(=S)N1CCOCC1)c1ccccc1", "e_above_lowest_kcal_mol": 0.0, "charge": 0}